Entry 1:
{"formula": "C4H14O3Si2", "method": "ωB97M-V/def2-TZVPD", "species": ["C", "C", "C", "C", "O", "O", "O", "Si", "Si", "H", "H", "H", "H", "H", "H", "H", "H", "H", "H", "H", "H", "H", "H"], "positions_angstrom": [[-1.566, -1.769, 1.988], [-2.132, 2.656, 0.727], [-2.295, -1.081, -2.213], [3.539, -0.945, -0.488], [-1.346, -0.404, 1.536], [-2.055, 1.597, -0.104], [-2.092, -0.864, -0.905], [2.737, 0.762, -0.167], [-1.294, 0.182, 0.055], [-1.043, -2.295, 1.218], [-2.636, -2.117, 1.819], [-1.097, -2.040, 2.954], [-2.203, 2.364, 1.798], [-2.952, 3.328, 0.390], [-1.212, 3.133, 0.786], [-1.772, -0.389, -2.951], [-3.411, -0.856, -2.391], [-2.206, -2.144, -2.491], [2.800, -1.620, -0.332], [3.766, -1.070, -1.595], [4.364, -1.107, 0.195], [2.923, 1.599, -1.473], [2.795, 1.414, 1.128]], "largest_force_ev_per_a": 4.3, "mol_weight_g_mol": 166.325, "e_lumo_ev": [0.0, -0.1], "e_homo_ev": [-7.10, -6.96], "e_tot_ha": -965.428897, "e_above_lowest_kj_mol": 4.7, "charge": 0}



Entry 2:
{"formula": "C4H14O4", "method": "ωB97M-V/def2-TZVPD", "species": ["C", "C", "O", "C", "C", "H", "H", "H", "H", "H", "H", "H", "H", "H", "H", "O", "H", "H", "O", "H", "H", "O"], "positions_angstrom": [[0.822, -0.718, -1.172], [2.270, 0.107, 2.231], [-2.034, 0.179, -1.982], [1.908, 0.088, 0.920], [1.248, -0.898, 0.186], [1.010, -1.688, -1.752], [1.248, 0.054, -1.847], [-0.287, -0.656, -1.213], [2.248, -0.845, 2.748], [2.603, 1.081, 2.617], [-0.875, 1.302, -1.336], [2.144, 0.971, 0.313], [1.122, -1.890, 0.633], [-0.198, 2.305, -0.383], [-2.761, 0.211, -2.630], [0.003, 1.701, -1.107], [-2.437, -0.333, -0.862], [-3.022, -1.624, 0.035], [-2.548, -0.799, 0.176], [-0.089, 0.391, 1.725], [-1.480, 0.197, 1.137], [-0.893, 0.865, 1.564]], "largest_force_ev_per_a": 3.0, "mol_weight_g_mol": 126.152, "e_lumo_ev": -3.4, "e_homo_ev": -8.42, "e_tot_ha": -461.588977, "e_above_lowest_kj_mol": 439.2, "charge": 0}



Entry 3:
{"formula": "C4H14O4", "method": "ωB97M-V/def2-TZVPD", "species": ["C", "C", "O", "C", "C", "O", "H", "H", "H", "H", "H", "H", "H", "H", "H", "H", "O", "H", "H", "O", "H", "H"], "positions_angstrom": [[-0.794, 1.921, 1.465], [-0.131, 1.354, 0.110], [-1.082, 0.308, -0.237], [1.344, 0.811, 0.290], [1.957, 0.498, -1.010], [0.947, 0.009, -1.883], [-1.708, 2.455, 1.086], [-0.149, 2.450, 2.085], [-0.965, 0.972, 1.975], [-0.226, 2.110, -0.608], [-0.446, -0.375, -0.766], [1.820, 1.670, 0.915], [1.333, -0.076, 0.916], [2.316, 1.348, -1.641], [2.690, -0.203, -0.836], [1.459, -0.676, -2.487], [-2.094, -1.899, 0.895], [-1.640, -1.128, 0.667], [-2.643, -1.834, 1.616], [-0.244, -3.223, -0.723], [-0.993, -2.973, -0.218], [-0.751, -3.519, -1.610]], "largest_force_ev_per_a": 4.7, "mol_weight_g_mol": 126.152, "e_lumo_ev": 0.6, "smiles": "C[C@H](O)CCO.O.O", "e_homo_ev": -10.11, "e_tot_ha": -461.692050, "e_above_lowest_kj_mol": 168.6, "charge": 0}



Entry 4:
{"formula": "C4H15BN2", "method": "ωB97M-V/def2-TZVPD", "species": ["B", "C", "C", "C", "C", "N", "N", "H", "H", "H", "H", "H", "H", "H", "H", "H", "H", "H", "H", "H", "H", "H"], "positions_angstrom": [[0.004, -0.571, -0.273], [-3.838, 0.360, 0.196], [3.649, 0.502, 0.477], [-1.405, 0.219, -0.016], [1.256, 0.049, -0.860], [-2.636, -0.498, 0.122], [2.837, -0.644, 0.088], [0.093, -1.554, 0.237], [-3.931, 1.065, -0.653], [-4.733, -0.243, 0.244], [-3.661, 1.141, 1.075], [4.324, 0.224, 1.294], [4.152, 0.771, -0.456], [3.051, 1.461, 0.788], [-1.167, 0.904, 0.795], [-1.549, 0.848, -0.879], [1.401, 1.030, -0.741], [1.655, -0.402, -1.699], [-2.705, -1.030, -0.798], [-2.670, -1.131, 0.925], [2.624, -1.341, 0.823], [3.250, -1.159, -0.686]], "largest_force_ev_per_a": 4.9, "mol_weight_g_mol": 101.990, "e_lumo_ev": -8.9, "e_homo_ev": -19.57, "e_tot_ha": -295.044490, "e_above_lowest_kj_mol": 119.3, "charge": 2}



Entry 5:
{"formula": "C4H15Cu2F2N2O8S2", "method": "ωB97M-V/def2-TZVPD", "species": ["Cu", "Cu", "N", "S", "O", "O", "F", "S", "O", "O", "F", "O", "H", "O", "H", "O", "H", "H", "C", "C", "C", "O", "C", "N", "H", "H", "H", "H", "H", "H", "H", "H", "H", "H", "H"], "positions_angstrom": [[0.703, 0.930, -2.261], [2.220, -0.833, -0.024], [-0.470, 2.643, -2.311], [-0.460, 4.113, -1.441], [-1.097, 4.029, -0.140], [-0.497, 5.389, -2.120], [1.080, 4.015, -0.981], [-1.726, 3.113, -3.105], [-1.507, 3.848, -4.369], [-2.884, 3.423, -2.255], [-2.147, 1.690, -3.624], [0.912, 0.837, -0.168], [0.902, 1.566, 0.482], [2.235, -0.600, -2.136], [2.906, -0.842, -2.804], [-1.802, 1.265, 0.567], [-0.897, 1.009, 0.389], [-1.802, 2.219, 0.484], [-1.427, -3.290, 0.603], [-0.381, -2.202, 0.808], [0.362, -2.170, 2.141], [1.557, -1.316, 2.076], [2.064, -1.078, 3.318], [0.557, -2.397, -0.312], [-2.167, -3.131, 1.387], [-1.087, -4.323, 0.527], [-1.931, -3.135, -0.352], [-0.816, -1.207, 0.714], [0.716, -3.179, 2.352], [-0.320, -1.787, 2.901], [1.449, -0.386, 3.893], [3.097, -0.735, 3.266], [1.999, -1.927, 3.999], [-0.041, -2.157, -1.091], [0.701, -3.392, -0.411]], "spin_multiplicity": 4, "largest_force_ev_per_a": 9.7, "s_squared": 3.78, "mol_weight_g_mol": 448.392, "e_lumo_ev": [-8.7, -12.9], "e_homo_ev": [-17.31, -17.25], "e_tot_ha": -5148.968676, "charge": 2}



Entry 6:
{"formula": "C4H15N2O", "method": "ωB97M-V/def2-TZVPD", "species": ["N", "C", "C", "N", "C", "C", "H", "H", "H", "H", "H", "H", "H", "H", "H", "H", "H", "H", "H", "H", "H", "O"], "positions_angstrom": [[1.367, 0.741, 0.128], [1.416, -0.125, -1.083], [0.829, -1.568, -0.757], [-0.146, -1.483, 0.289], [-1.500, -1.101, -0.138], [-1.910, 0.385, -0.221], [1.297, 1.728, -0.107], [2.204, 0.538, 0.681], [0.493, 0.554, 0.639], [0.948, 0.217, -2.029], [2.475, -0.202, -1.424], [1.685, -2.213, -0.578], [0.440, -1.963, -1.719], [-0.141, -2.216, 0.977], [-2.159, -1.789, 0.401], [-1.740, -1.399, -1.195], [-2.513, 0.580, -1.081], [-2.397, 0.757, 0.690], [-1.046, 1.063, -0.347], [0.103, 1.966, 2.953], [-0.112, 3.136, 1.784], [0.405, 2.394, 2.138]], "largest_force_ev_per_a": 2.4, "mol_weight_g_mol": 107.177, "e_lumo_ev": -3.1, "e_homo_ev": -13.20, "e_tot_ha": -345.883943, "e_above_lowest_kj_mol": 162.2, "charge": 1}



Entry 7:
{"formula": "C4H15N2O", "method": "ωB97M-V/def2-TZVPD", "species": ["C", "N", "C", "N", "C", "C", "H", "H", "H", "H", "H", "H", "H", "H", "H", "H", "H", "H", "H", "H", "H", "O"], "positions_angstrom": [[-2.605, -0.465, -0.531], [-3.406, 0.526, 0.138], [-1.145, -0.494, 0.108], [-0.151, 0.017, -0.891], [1.191, 0.245, -0.176], [-0.849, -1.973, 0.463], [-2.989, -1.471, -0.651], [-2.377, -0.110, -1.550], [-4.382, 0.446, -0.178], [-3.366, 1.475, -0.247], [-1.176, 0.043, 1.056], [0.101, -0.726, -1.550], [-0.282, 0.786, -1.545], [1.287, 1.164, 0.393], [1.376, -0.624, 0.443], [1.842, 0.350, -1.045], [-0.498, -2.503, -0.430], [-0.132, -2.052, 1.281], [-1.730, -2.487, 0.839], [6.348, 3.426, 1.322], [6.788, 1.903, 1.210], [6.154, 2.527, 1.541]], "largest_force_ev_per_a": 3.6, "mol_weight_g_mol": 107.177, "e_lumo_ev": -3.3, "e_homo_ev": -13.44, "e_tot_ha": -345.859211, "e_above_lowest_kj_mol": 227.1, "charge": 1}



Entry 8:
{"formula": "C4H15N2O", "method": "ωB97M-V/def2-TZVPD", "species": ["N", "C", "C", "N", "C", "C", "H", "H", "H", "H", "H", "H", "H", "H", "H", "H", "H", "H", "H", "H", "H", "O"], "positions_angstrom": [[-0.453, 0.576, -1.432], [-0.314, 1.633, -0.554], [-0.806, 1.276, 0.869], [-0.338, 0.014, 1.347], [0.826, -0.621, 0.815], [-0.669, -0.272, 2.730], [-0.620, -3.443, -3.193], [-0.701, 0.928, -2.362], [-0.825, -3.995, -3.657], [0.731, 1.981, -0.442], [-0.858, 2.545, -0.851], [-0.620, 2.073, 1.599], [-1.886, 1.204, 0.723], [1.474, 0.113, 0.336], [1.343, -1.158, 1.594], [0.597, -1.361, 0.039], [0.234, -0.504, 3.275], [-1.100, 0.615, 3.200], [-1.356, -1.118, 2.780], [1.041, -0.101, -1.950], [2.348, 0.051, -2.802], [1.952, -0.436, -2.065]], "largest_force_ev_per_a": 1.9, "mol_weight_g_mol": 107.177, "e_lumo_ev": -8.4, "e_homo_ev": -13.35, "e_tot_ha": -345.664376, "e_above_lowest_kj_mol": 738.6, "charge": 1}